1.
DFT (ωB97M-V/def2-TZVPD) results for an isolated ion of composition C4H8NO2 and charge -1 at a distorted geometry.

```
15
Properties=species:S:1:pos:R:3:forces:R:3:lowdin_charge:R:1
C -1.20513 -0.52203 1.54418 -0.23 -0.31 -1.69 -0.12
C -0.14151 -0.01886 0.57644 0.14 4.56 -2.13 -0.29
C -0.77884 1.25021 -0.31809 -1.75 -0.40 4.05 -0.25
O -1.97431 1.66920 -0.08675 3.55 -1.28 -1.74 -0.14
N 0.09467 -0.46291 -0.93048 0.86 1.12 3.28 -0.04
C 1.83759 -0.19607 -1.32584 1.11 -3.00 1.73 -0.39
O 2.76671 -0.77159 -0.56590 -2.34 1.06 -1.93 -0.29
H -0.87819 -1.43884 1.92865 0.32 -2.05 0.26 0.03
H -1.25944 0.02612 2.47217 -0.20 1.08 -0.16 0.06
H -2.18629 -0.63247 1.04833 0.35 0.16 0.48 0.08
H 0.75506 0.29179 1.25463 -0.89 -0.81 -1.97 0.14
H -0.01654 1.66905 -0.99766 -0.79 0.38 0.21 0.08
H -0.42471 -1.28791 -0.98435 -0.43 -2.18 -0.66 0.03
H 1.68673 0.82707 -1.21718 0.05 2.33 0.46 0.02
H 1.72422 -0.40276 -2.39814 0.24 -0.66 -0.18 0.07
```
Forces are in eV/Å.

Values from the calculation:
gap between HOMO and LUMO	7.670	eV
ΔE to the lowest compared entry with this formula, charge and spin	479.69	kJ/mol
charge	-1
SMILES	C[C@H](C=O)NC[O-]
HOMO energy	-3.6	eV
max |F|	5.03	eV/Å

---

2.
DFT (ωB97M-V/def2-TZVPD) results for an isolated ion of composition C4H8NO2 and charge -1 at a distorted geometry.

```
15
Properties=species:S:1:pos:R:3:forces:R:3:lowdin_charge:R:1
C -1.16080 1.75623 -1.44959 -0.51 -0.84 -0.13 -0.10
C -0.19166 0.64544 -1.00938 1.50 1.38 1.06 -0.44
N 1.10611 1.29922 -0.60567 -0.54 0.39 -0.62 0.00
C -0.76084 -0.14701 0.17002 0.79 -0.75 -0.43 -0.12
C 0.24567 -1.17443 0.90827 -1.43 1.16 -0.93 -0.75
O 1.15279 -1.59757 0.16878 0.44 -0.39 0.35 -0.08
O -0.09493 -1.41823 2.08036 0.54 -0.29 0.02 -0.09
H -0.85738 2.74453 -1.12053 0.19 0.05 0.03 0.06
H -2.14007 1.53342 -1.01573 -0.12 0.19 -0.17 0.06
H -1.26086 1.73497 -2.53650 -0.06 0.32 -0.03 0.06
H 0.14939 0.09352 -1.88146 -0.58 -0.66 0.11 0.12
H 1.09694 1.54174 0.37986 -0.07 -0.18 0.00 0.06
H 1.81094 0.59642 -0.73557 0.31 -0.33 0.39 0.04
H -1.12787 0.57873 0.89972 -0.20 -0.12 0.07 0.10
H -1.58063 -0.76500 -0.20916 -0.27 0.06 0.28 0.10
```
Forces are in eV/Å.

Values from the calculation:
gap between HOMO and LUMO	8.033	eV
ΔE to the lowest compared entry with this formula, charge and spin	46.67	kJ/mol
charge	-1
SMILES	C[C@@H](N)CC(=O)[O-]
HOMO energy	-3.9	eV
max |F|	2.30	eV/Å

---

3.
DFT (ωB97M-V/def2-TZVPD) results for an isolated ion of composition C4H8NO2 and charge -1 at a distorted geometry.

```
15
Properties=species:S:1:pos:R:3:forces:R:3:lowdin_charge:R:1
C -0.73849 1.30975 -0.45985 1.01 0.36 -1.57 -0.08
N -0.03463 0.01956 -0.70643 -0.84 0.42 -1.19 -0.16
C -0.22406 -0.74646 -1.84914 0.78 -2.92 1.03 -0.34
O -1.15270 -0.94261 -2.65561 1.19 1.99 1.36 -0.06
C 0.91582 -0.40033 0.34611 -2.41 -1.84 0.60 -0.18
C 0.23757 -0.40532 1.78235 -1.24 2.01 0.69 -0.56
O 0.89762 -1.01171 2.77816 -0.29 0.75 -1.30 -0.35
H -0.70015 1.81242 -1.47167 -0.67 -0.32 0.92 0.08
H 0.01684 1.93193 0.14305 -1.85 -0.94 -0.32 0.10
H -1.82669 1.20836 -0.11611 1.83 0.28 -0.05 0.10
H 0.64467 -1.55842 -1.88461 -1.19 1.54 0.07 0.14
H 1.83463 0.09851 0.33325 1.33 1.30 0.02 0.08
H 1.12246 -1.44218 0.17306 0.25 -0.52 -0.20 0.09
H -0.11551 0.75985 1.88796 1.52 -0.91 0.57 0.07
H -0.87737 -0.63335 1.69950 0.57 -1.21 -0.64 0.08
```
Forces are in eV/Å.

Values from the calculation:
gap between HOMO and LUMO	6.273	eV
ΔE to the lowest compared entry with this formula, charge and spin	336.94	kJ/mol
charge	-1
SMILES	CN(C=O)CC[O-]
HOMO energy	-2.6	eV
max |F|	3.19	eV/Å

---

4.
DFT (ωB97M-V/def2-TZVPD) results for a 2-piece molecular cluster, C4H8NO2 overall.

```
15
Properties=species:S:1:pos:R:3:forces:R:3:lowdin_charge:R:1
O 0.80185 2.04465 -2.09482 0.20 -0.08 0.05 -0.13
C -0.18731 1.71122 -2.77220 0.27 0.32 0.64 -0.67
O -1.08230 0.88487 -2.49216 -0.33 -0.30 -0.18 -0.15
H -0.29045 2.27358 -3.72763 -0.21 -0.07 -0.39 0.08
C 1.36829 -0.42470 2.07669 0.61 -0.20 -0.52 -0.15
C 0.51677 -0.27226 0.83602 -0.14 -0.29 0.73 -0.17
C -0.62358 -0.97026 0.76943 0.00 0.39 -0.51 -0.26
N -1.49753 -1.04687 -0.30795 0.18 0.13 -0.22 0.03
H 1.09424 -1.33976 2.60814 -0.21 0.23 0.27 0.05
H 2.42622 -0.58275 1.82163 -0.08 0.12 -0.09 0.05
H 1.36018 0.44425 2.74030 -0.18 -0.04 0.09 0.05
H 0.82798 0.41546 0.05758 -0.10 -0.05 -0.14 0.08
H -0.90398 -1.57943 1.62452 -0.04 -0.13 0.00 0.09
H -2.46336 -1.19057 -0.06310 0.05 0.07 -0.04 0.06
H -1.34701 -0.36742 -1.07647 -0.02 -0.12 0.32 0.04
```
Forces are in eV/Å.

Values from the calculation:
gap between HOMO and LUMO	7.933	eV
ΔE to the lowest compared entry with this formula, charge and spin	80.87	kJ/mol
charge	-1
HOMO energy	-4.0	eV
max |F|	0.83	eV/Å

---

5.
DFT (ωB97M-V/def2-TZVPD) results for C4H8NO2 as an isolated structure at a distorted geometry.

```
15
Properties=species:S:1:pos:R:3:forces:R:3:lowdin_charge:R:1
O 0.40031 -1.95299 -0.68149 -0.19 -0.21 -0.39 -0.07
C 0.21930 -0.75936 -0.38868 0.07 0.45 0.69 -0.64
N 0.58718 0.32397 -1.05254 0.06 0.19 -1.42 0.06
C 1.74251 1.87570 -0.99421 0.71 0.67 1.68 -0.40
O 2.43802 1.98784 -2.01460 -0.53 -0.29 -0.37 -0.17
C -0.49375 -0.48949 0.94085 0.04 0.09 0.37 -0.21
C -1.88986 -1.10236 1.00620 -0.01 -0.04 -0.22 -0.13
H 0.99912 0.10732 -1.96017 -0.09 -0.54 0.17 0.06
H 2.23041 1.53997 -0.05579 -0.01 -0.17 -0.06 0.07
H 0.94518 2.58506 -0.72959 -0.29 0.07 -0.45 0.06
H 0.15382 -0.94141 1.70076 -0.17 -0.08 0.07 0.10
H -0.58786 0.56967 1.19636 0.28 0.08 -0.30 0.09
H -2.61647 -0.53058 0.42152 0.14 0.12 -0.05 0.06
H -2.25562 -1.10875 2.03518 -0.04 -0.23 0.00 0.05
H -1.87229 -2.10460 0.57620 0.00 -0.10 0.27 0.06
```
Forces are in eV/Å.

Values from the calculation:
gap between HOMO and LUMO	8.210	eV
ΔE to the lowest compared entry with this formula, charge and spin	169.92	kJ/mol
charge	-1
HOMO energy	-4.1	eV
max |F|	1.94	eV/Å

---

6.
DFT (ωB97M-V/def2-TZVPD) results for an isolated ion of composition C4H8NO2 and charge -1 at a distorted geometry.

```
15
Properties=species:S:1:pos:R:3:forces:R:3:lowdin_charge:R:1
C 1.29276 -1.17322 0.69460 -1.03 -0.17 1.14 -0.09
C 0.62843 0.18741 0.85270 0.44 1.50 -0.79 -0.43
C 1.68488 1.30527 1.14961 0.14 -0.87 0.44 -0.07
N -0.05321 0.55021 -0.38524 -0.11 -0.36 0.61 0.03
C -1.23925 -0.09831 -0.85099 0.31 -0.21 -0.54 -0.81
O -1.78698 0.45522 -1.83093 -0.07 0.15 0.09 -0.11
O -1.53320 -1.17216 -0.27962 -0.19 0.12 0.32 -0.09
H 0.49516 -1.89999 0.62915 -0.28 -0.23 -0.09 0.05
H 1.79846 -1.21944 -0.25384 0.74 0.10 -0.15 0.07
H 1.86861 -1.43301 1.59434 0.40 0.08 -0.39 0.07
H -0.04884 0.24906 1.70935 -0.29 -0.65 -0.14 0.12
H 2.66418 0.81465 1.17384 0.14 0.42 -0.36 0.06
H 1.56976 1.71696 2.15803 -0.21 0.06 -0.12 0.06
H 1.64691 2.12912 0.43761 0.16 -0.10 -0.04 0.06
H 0.20654 1.39554 -0.85502 -0.16 0.15 0.03 0.09
```
Forces are in eV/Å.

Values from the calculation:
gap between HOMO and LUMO	7.735	eV
ΔE to the lowest compared entry with this formula, charge and spin	26.97	kJ/mol
charge	-1
SMILES	CC(C)NC(=O)[O-]
HOMO energy	-3.8	eV
max |F|	1.75	eV/Å

---

7.
DFT (ωB97M-V/def2-TZVPD) results for an isolated ion of composition C4H8NO2 and charge +1 at a distorted geometry.

```
15
Properties=species:S:1:pos:R:3:forces:R:3:lowdin_charge:R:1
C -1.04758 -1.90705 -1.13357 -0.69 -1.45 -2.44 0.22
C -0.33814 -1.19543 -0.51599 1.09 -0.54 0.93 -0.04
C 0.41956 -0.45674 0.44724 -1.01 1.58 -0.85 -0.66
N 1.53873 0.34131 -0.32531 3.33 0.40 -0.35 0.25
O 1.06273 -1.13803 1.39040 0.39 0.31 1.34 0.14
O -0.33561 0.54386 0.98360 -0.23 1.62 1.09 -0.07
C -1.41778 1.13701 0.18132 -0.76 1.47 1.74 0.01
H -1.45589 -2.50580 -1.94174 -0.22 0.23 0.79 0.09
H 1.95023 0.94779 0.43875 -0.14 -0.91 -0.93 0.19
H 1.20372 1.04584 -0.99267 -0.26 -0.55 -0.20 0.16
H 2.36547 -0.24389 -0.79358 -2.32 1.35 1.28 0.24
H 1.17046 -0.49970 2.14856 -0.16 -1.04 -0.55 0.18
H -2.14019 1.86018 0.77631 1.88 -1.88 -0.39 0.15
H -1.93889 0.24779 -0.07983 -1.01 0.13 -1.12 0.06
H -1.03682 1.82288 -0.58350 0.10 -0.72 -0.33 0.09
```
Forces are in eV/Å.

Values from the calculation:
gap between HOMO and LUMO	11.662	eV
ΔE to the lowest compared entry with this formula, charge and spin	358.84	kJ/mol
charge	+1
SMILES	C#C[C@]([NH3+])(O)OC
HOMO energy	-15.4	eV
max |F|	3.37	eV/Å

---

8.
DFT (ωB97M-V/def2-TZVPD) results for an isolated ion of composition C4H8NO2 and charge +1 at a distorted geometry.

```
15
Properties=species:S:1:pos:R:3:forces:R:3:lowdin_charge:R:1
C 1.32311 -1.68264 0.23761 -2.78 -0.66 -2.17 0.03
O -0.03840 -1.58977 -0.25667 -1.39 0.44 -0.34 -0.06
C -0.43807 -0.39324 -0.70654 1.33 2.28 -0.08 -0.52
O 0.32855 0.08027 -1.82145 -0.61 1.44 2.46 0.05
C -1.82974 0.17672 -0.50938 8.73 3.09 4.92 0.29
C -0.67137 0.83160 0.28045 -6.27 -4.80 -5.48 0.01
N -0.27552 1.94724 1.15832 0.34 -3.88 0.12 0.25
H 1.94018 -1.25595 -0.47650 1.62 0.73 -1.04 0.08
H 1.31657 -2.71904 0.24005 1.35 -1.95 0.58 0.09
H 1.31338 -1.25566 1.16021 0.50 1.18 2.78 0.07
H 0.37959 -0.43016 -2.59497 -0.25 -1.75 -1.42 0.09
H -2.82569 0.08018 -0.75911 -1.95 0.07 -0.50 0.08
H -0.70121 1.59269 2.03094 -0.19 1.49 0.12 0.20
H -0.55642 2.79770 0.73206 -0.41 1.51 0.19 0.17
H 0.73503 1.82008 1.28498 -0.02 0.80 -0.13 0.19
```
Forces are in eV/Å.

Values from the calculation:
gap between HOMO and LUMO	9.872	eV
ΔE to the lowest compared entry with this formula, charge and spin	602.83	kJ/mol
charge	+1
SMILES	CO[C@@]1(O)C=C1[NH3+]
HOMO energy	-14.1	eV
max |F|	10.49	eV/Å

---

9.
DFT (ωB97M-V/def2-TZVPD) results for a 2-piece molecular cluster, C4H8NO3 overall at a distorted geometry.

```
16
Properties=species:S:1:pos:R:3:forces:R:3:lowdin_charge:R:1
C 0.31553 -0.10435 1.65094 -0.67 1.11 -0.71 -0.01
C 1.08164 1.07767 2.35607 -2.46 1.06 -3.52 -0.57
O 1.62952 0.94546 3.38738 1.71 -0.29 2.50 0.05
N 1.09185 2.32948 1.64801 -1.07 -3.31 -0.06 0.14
H -0.03092 0.20885 0.58679 0.68 -0.84 1.63 0.08
H -0.60931 -0.43865 2.22412 1.25 0.67 -0.49 0.09
H 1.59412 3.07865 1.98469 1.21 1.51 1.28 0.04
H 0.34046 2.58147 1.04175 -0.27 -0.38 -0.49 0.08
H 1.03076 -0.94978 1.66763 -0.47 0.43 -0.32 0.07
C -0.40792 -1.70485 -2.44493 -1.87 0.15 2.60 -0.05
C -1.44955 -0.52055 -2.36705 -1.13 -2.99 -0.43 -0.83
O -2.51210 -0.86529 -2.92848 -0.50 0.36 -0.78 -0.12
O -1.26444 0.46276 -1.67251 1.22 1.87 1.19 -0.08
H 0.37947 -1.54761 -1.74011 1.48 0.40 -0.41 0.03
H -0.28504 -1.97661 -3.44690 1.01 -0.30 -1.40 0.03
H -0.90407 -2.57664 -1.94739 -0.14 0.56 -0.59 0.06
```
Forces are in eV/Å.

Values from the calculation:
gap between HOMO and LUMO	7.232	eV
ΔE to the lowest compared entry with this formula, charge and spin	143.76	kJ/mol
charge	-1
HOMO energy	-3.8	eV
max |F|	4.42	eV/Å

---

10.
DFT (ωB97M-V/def2-TZVPD) results for an isolated ion of composition C4H8NO3 and charge -1 at a distorted geometry.

```
16
Properties=species:S:1:pos:R:3:forces:R:3:lowdin_charge:R:1
O 0.93612 1.77217 -1.30967 -2.18 0.12 0.44 -0.02
C 0.04529 1.07526 -0.79801 1.87 1.51 -1.25 -0.22
C 0.46051 -0.30145 -0.49613 0.62 -1.75 1.40 -0.35
C 1.19837 -0.12920 0.89129 -0.74 0.68 0.36 -0.27
O 2.38276 0.57186 0.85092 4.18 0.29 -2.08 -0.13
N -0.61701 -1.24518 -0.22288 1.39 0.30 -1.24 -0.04
C -1.72551 -0.83131 0.71504 -1.50 -2.58 -0.30 -0.60
O -2.86526 -0.80711 0.06608 -1.46 0.32 -1.21 -0.34
H -0.98225 1.44321 -0.46000 1.09 -0.32 -0.50 0.15
H 1.26021 -0.70240 -1.28405 -1.71 0.89 1.51 0.18
H 0.67437 0.63862 1.55099 -0.47 -1.72 -0.58 0.14
H 1.33325 -1.10959 1.39350 -0.50 0.36 -0.36 0.12
H 3.05674 0.31212 0.11234 -2.29 0.34 1.85 0.14
H -1.10751 -1.39110 -1.10664 -0.28 -0.02 0.42 0.08
H -1.68312 0.10578 1.25103 1.60 0.69 0.73 0.07
H -1.73361 -1.75550 1.37126 0.37 0.89 0.80 0.08
```
Forces are in eV/Å.

Values from the calculation:
gap between HOMO and LUMO	6.096	eV
ΔE to the lowest compared entry with this formula, charge and spin	498.31	kJ/mol
charge	-1
SMILES	O=C[C@@H](CO)NC[O-]
HOMO energy	-2.6	eV
max |F|	4.67	eV/Å

---

11.
DFT (ωB97M-V/def2-TZVPD) results for a 2-piece molecular cluster, C4H8NO3 overall.

```
16
Properties=species:S:1:pos:R:3:forces:R:3:lowdin_charge:R:1
C 0.15072 2.17979 0.48294 -0.62 -0.36 -0.53 -0.02
C -1.37828 2.08740 0.44121 0.66 -0.16 0.15 -0.57
O -2.06142 3.08820 0.34364 -0.14 0.10 0.30 0.01
N -1.92568 0.82927 0.65985 -0.14 0.44 -0.29 0.13
H 0.58534 1.18704 0.43062 0.13 -0.02 -0.07 0.04
H 0.38846 2.65261 1.43572 0.07 0.15 -0.01 0.07
H -1.48271 -0.01063 0.27100 0.53 -0.03 0.74 0.05
H -2.43067 0.76982 1.52927 -0.40 -0.26 -0.40 0.08
H 0.52117 2.77026 -0.35473 0.03 0.15 0.16 0.07
C 1.46644 -2.76581 -0.88685 -0.34 0.24 0.69 -0.05
C 0.61824 -1.51410 -0.53942 -0.03 -0.06 -0.71 -0.77
O 1.06107 -0.42535 -0.97021 0.03 -0.09 0.20 -0.09
O -0.47313 -1.71363 0.04856 -0.05 0.09 0.18 -0.10
H 2.51825 -2.53380 -0.72946 0.09 -0.05 -0.24 0.05
H 1.26865 -3.01152 -1.93244 0.16 -0.08 0.07 0.06
H 1.17353 -3.58954 -0.22970 0.03 -0.05 -0.24 0.05
```
Forces are in eV/Å.

Values from the calculation:
gap between HOMO and LUMO	8.613	eV
ΔE to the lowest compared entry with this formula, charge and spin	67.58	kJ/mol
charge	-1
HOMO energy	-4.6	eV
max |F|	0.92	eV/Å

---

12.
DFT (ωB97M-V/def2-TZVPD) results for a 2-piece molecular cluster, C4H8NO3 overall at a distorted geometry.

```
16
Properties=species:S:1:pos:R:3:forces:R:3:lowdin_charge:R:1
C 1.62406 -1.21761 -0.61346 -0.21 1.22 -0.08 -0.01
C 2.22123 -0.87430 0.72843 0.23 -0.06 0.17 -0.62
O 3.14261 -1.52380 1.21790 0.12 -0.07 0.00 -0.03
N 1.69861 0.22389 1.30409 -0.30 -0.06 -0.18 0.16
H 2.02094 0.47354 2.22385 0.04 -0.12 -0.02 0.10
H 0.76241 0.54417 0.99897 0.03 0.35 0.12 0.05
H 2.08935 -0.56319 -1.36576 0.36 -0.52 0.07 0.09
H 0.60599 -0.83515 -0.68441 -0.28 -0.47 0.14 0.05
H 1.73624 -2.26933 -0.82025 0.02 -0.18 -0.21 0.07
C -2.93864 0.72418 -0.46071 0.81 0.90 0.45 -0.05
C -1.40893 0.98846 -0.41651 -0.04 -0.22 -0.10 -0.76
O -0.90794 1.04065 0.74570 0.04 -0.05 -0.26 -0.12
O -0.82107 1.12446 -1.50916 -0.11 -0.09 0.29 -0.08
H -3.18221 -0.05586 -1.16756 -0.19 -0.10 -0.14 0.05
H -3.37972 1.68234 -0.73407 -0.25 -0.07 -0.40 0.06
H -3.26294 0.53754 0.55295 -0.25 -0.47 0.15 0.05
```
Forces are in eV/Å.

Values from the calculation:
gap between HOMO and LUMO	8.791	eV
ΔE to the lowest compared entry with this formula, charge and spin	10.93	kJ/mol
charge	-1
HOMO energy	-4.8	eV
max |F|	1.29	eV/Å